1.
A molecular structure, C4H8O2 in a non-equilibrium geometry, computed with ωB97M-V/def2-TZVPD.

Element x y z (Å)
O (-0.74184, -1.17869, -0.45297)
O (-0.62453, -1.93363, 2.01733)
C (-0.05063, -0.69298, 1.74529)
C (-0.12714, -0.39882, 0.24874)
C (-0.14778, 1.01929, -2.13302)
C (0.54950, 0.78922, -0.33583)
H (-0.24215, 1.74038, -1.34036)
H (1.00656, -0.67061, 2.05467)
H (0.69033, 0.92573, -2.82669)
H (0.51575, 1.64389, 0.40274)
H (1.60360, 0.63753, -0.52753)
H (-0.98662, -2.23374, 1.16325)
H (-0.88654, 0.23931, -2.31917)
H (-0.55851, 0.11312, 2.30354)

## Properties
spin multiplicity = 1
net charge = 0
energy above the lowest of the compared OMol25 structures with the same formula, charge and spin = 91.6 kcal/mol

2.
8 unconnected molecules or ions with the total composition C23H67N5O8 in a non-equilibrium geometry, computed with ωB97M-V/def2-TZVPD.

Element x y z (Å)
O (16.79500, 11.78476, 13.70854)
O (18.21750, 14.21806, 10.61344)
O (12.74046, 8.73694, 17.59612)
O (12.98612, 12.36042, 16.83996)
O (9.10037, 11.72959, 11.24572)
O (14.56476, 6.80926, 11.90400)
O (14.41482, 12.11932, 12.43163)
O (12.53612, 10.11448, 9.16761)
N (19.44938, 15.74988, 12.66371)
N (10.76808, 8.34744, 15.66752)
N (18.05624, 8.28439, 13.62657)
N (12.21151, 13.01737, 6.80542)
N (9.46724, 13.43237, 14.52101)
C (11.86073, 11.21852, 8.41592)
C (12.26765, 6.83228, 14.39256)
C (18.95492, 17.83785, 11.64649)
C (7.49754, 13.56216, 13.06005)
C (13.71455, 12.91009, 8.70970)
C (13.48601, 12.53611, 15.49525)
C (12.88025, 12.07892, 7.74459)
C (8.67474, 12.71050, 13.45051)
C (18.37809, 15.63991, 10.43816)
C (8.60923, 10.45200, 11.52267)
C (9.66929, 12.43888, 12.29482)
C (13.77806, 10.90286, 12.20537)
C (16.24459, 9.06485, 15.08234)
C (18.47926, 16.39661, 11.79002)
C (15.02471, 7.36036, 10.63178)
C (13.11613, 8.21738, 16.35400)
C (16.88111, 13.75933, 10.59506)
C (17.00498, 9.38665, 13.81453)
C (17.76568, 10.74962, 13.80137)
C (13.80814, 9.37325, 18.28895)
C (11.94433, 7.46508, 15.73677)
C (11.56795, 9.22929, 9.66544)
C (17.33857, 13.10414, 13.84319)
H (16.41942, 14.08884, 9.67339)
H (8.40711, 9.96742, 10.57431)
H (12.87040, 11.88043, 14.88293)
H (6.86218, 13.67405, 13.94120)
H (18.24695, 10.91850, 14.76085)
H (6.96290, 13.11516, 12.22947)
H (13.61422, 10.26779, 13.08046)
H (15.30514, 6.33516, 12.28730)
H (14.51910, 8.66870, 18.73581)
H (14.15836, 7.93139, 10.31044)
H (17.55094, 16.35444, 12.35591)
H (7.78601, 10.59612, 12.20709)
H (14.37750, 13.52168, 8.09741)
H (16.40642, 13.66378, 13.80374)
H (9.94391, 13.40213, 11.86894)
H (20.01482, 17.75294, 11.39540)
H (16.88036, 12.68225, 10.77645)
H (16.36679, 14.16094, 11.46824)
H (10.16936, 12.93808, 15.06356)
H (11.26879, 10.77316, 7.61386)
H (19.26214, 15.88584, 9.83933)
H (16.95084, 9.06126, 15.90610)
H (11.43110, 12.62189, 6.29086)
H (9.27411, 9.81939, 12.12770)
H (14.32279, 12.36060, 9.43537)
H (11.79308, 13.82711, 7.24051)
H (14.50412, 12.17595, 15.30207)
H (10.74676, 9.82740, 10.06632)
H (12.74529, 11.06217, 11.88530)
H (20.39703, 16.04722, 12.46263)
H (12.39035, 7.64124, 13.66154)
H (11.80666, 6.58457, 16.36001)
H (18.87348, 18.29558, 12.62518)
H (13.29519, 9.93342, 19.07005)
H (18.55296, 8.36720, 12.74274)
H (13.92436, 7.52928, 16.58065)
H (15.77738, 8.09378, 14.91394)
H (12.10674, 8.80978, 10.50125)
H (17.84721, 13.26686, 14.79604)
H (15.33003, 6.57874, 9.94836)
H (16.21319, 9.46395, 13.06148)
H (14.21584, 10.10640, 17.59552)
H (18.44960, 18.45546, 10.90918)
H (13.48312, 12.99388, 17.36327)
H (13.11544, 13.54881, 9.35848)
H (7.82074, 14.56107, 12.77890)
H (15.27895, 11.89479, 12.82628)
H (13.43999, 13.56811, 15.14938)
H (19.37066, 14.74606, 12.53946)
H (13.33044, 9.04632, 15.68492)
H (11.16349, 11.74501, 9.05986)
H (15.84326, 8.07770, 10.72347)
H (8.25896, 11.73935, 13.73722)
H (8.78605, 13.82327, 15.15868)
H (18.42386, 10.73770, 12.93799)
H (17.94042, 13.39813, 12.99607)
H (13.50042, 11.36824, 7.19764)
H (11.14265, 8.62554, 8.86260)
H (15.43499, 9.79064, 15.16047)
H (17.50757, 15.98226, 9.86343)
H (10.92948, 9.18737, 15.12320)
H (11.42068, 6.23544, 14.03751)
H (13.17888, 6.24741, 14.44750)
H (14.31250, 10.36385, 11.42531)
H (10.49569, 11.95886, 12.82678)
H (10.47965, 8.69124, 16.57313)
H (17.57784, 7.38833, 13.59228)

## Properties
spin multiplicity = 1
net charge = 0
energy above the lowest of the compared OMol25 structures with the same formula, charge and spin = 42.6 kcal/mol
SMILES = COC[C@H](C)N.COC[C@H](C)N.COC[C@H](C)N.COC[C@H](C)N.COC[C@H](C)N.CO.CO.CO

3.
2 unconnected molecules or ions with the total composition C5H8O, computed with ωB97M-V/def2-TZVPD.

Element x y z (Å)
O (-1.29281, -0.99135, 1.33457)
C (-1.52469, -0.79220, -0.09163)
C (1.92625, -0.05468, -0.08683)
C (-1.60376, 0.22023, 1.01862)
C (-0.28812, -0.85579, -0.95449)
C (0.71416, 0.20238, -0.56825)
H (0.12551, 2.83089, 1.56957)
H (0.16468, -1.85685, -0.90793)
H (2.25994, -1.07782, 0.08568)
H (-0.43470, 2.33984, 1.56713)
H (2.62746, 0.74608, 0.13942)
H (-2.45005, -1.25676, -0.43062)
H (-0.59828, -0.68914, -1.99445)
H (0.37441, 1.23518, -0.68079)

## Properties
spin multiplicity = 1
net charge = 0
energy above the lowest of the compared OMol25 structures with the same formula, charge and spin = 117.1 kcal/mol

4.
A molecular structure, C12H26Cl8F20HfNO6P3S2 in a non-equilibrium geometry, computed with ωB97M-V/def2-TZVPD.

Element x y z (Å)
Hf (-2.19118, -1.01726, 2.43514)
Cl (-1.04280, -5.00450, -4.67361)
Cl (1.46400, 4.52120, 0.14690)
Cl (2.73537, -1.78044, -4.82770)
Cl (1.17492, -4.88746, -2.00575)
Cl (4.20863, 4.11927, -1.83847)
Cl (-1.50782, 6.07843, -1.73726)
Cl (-3.75527, 4.34923, -3.50162)
Cl (3.72184, -0.15549, -2.39176)
S (-4.26564, -3.77603, 0.96646)
S (-4.36703, -1.88863, -0.31189)
P (-0.93872, 0.40567, -1.00857)
P (0.14781, -3.06593, 1.44700)
P (-1.73596, 1.97342, 3.18610)
F (1.01297, -3.50230, 2.80228)
F (-2.70997, 1.23842, 2.01967)
F (-0.89360, -2.71837, 0.27490)
F (-1.16655, 1.78506, -0.23985)
F (1.39040, -2.92696, 0.37615)
F (-0.79389, 2.31048, 4.40702)
F (0.17380, -1.49344, 1.79466)
F (-1.08970, -3.17250, 2.42023)
F (-0.20238, 1.24309, -2.22568)
F (-2.46706, 0.47485, -1.65270)
F (-0.71253, 0.88994, 2.55377)
F (-0.61317, -1.00083, -1.66098)
F (-3.32385, -4.38141, 2.08840)
F (-3.02303, 2.93508, 3.48951)
F (-4.05902, -0.35834, 0.01877)
F (0.47697, 0.39760, -0.17523)
F (-2.29077, 0.73380, 4.08984)
F (-1.13845, 2.97836, 2.07531)
F (0.02313, -4.69321, 1.14557)
F (-1.56742, -0.31100, 0.36189)
O (-5.56331, -3.91939, 1.62327)
O (3.85203, -0.36754, 2.72247)
O (1.90142, 2.28166, 3.03982)
O (-5.81641, -1.81557, -0.41498)
O (-3.85944, -4.62957, -0.17920)
O (-3.53688, -2.04154, -1.49718)
N (-3.56775, -2.34101, 1.18565)
C (3.13302, 2.05779, 2.36895)
C (2.80372, 3.04870, -1.81195)
C (-2.68071, 3.56552, -2.31152)
C (-0.60727, -5.14099, -1.96473)
C (2.46304, -1.48164, -2.19523)
C (4.47689, -1.46700, 2.12587)
C (1.50817, 3.86581, -1.47524)
C (1.70298, 3.63533, 3.54348)
C (-2.38193, 4.58207, -1.13151)
C (-1.33724, -4.31625, -3.08099)
C (3.38466, 0.59209, 1.75985)
C (1.64150, -1.58822, -3.50649)
H (1.85263, -1.20276, -1.33631)
H (1.53044, 4.36703, 2.75421)
H (5.48406, -1.33393, 1.73089)
H (0.91108, 3.65508, 4.29222)
H (3.88439, -1.89088, 1.31510)
H (0.93031, -2.41409, -3.49069)
H (3.01699, -2.39510, -1.97887)
H (2.44350, 0.26520, 1.31771)
H (-3.25822, 4.94666, -0.59551)
H (0.58056, 3.32560, -1.66450)
H (2.75766, 2.41794, -2.69972)
H (1.08637, -0.68883, -3.77304)
H (-3.27800, 2.75694, -1.89015)
H (4.20351, 0.67841, 1.04560)
H (-0.84482, -6.19205, -2.12882)
H (-1.76998, 3.24898, -2.81992)
H (-0.92144, -4.85644, -0.96052)
H (2.55170, 3.95202, 4.14970)
H (2.89856, 2.32098, -1.00602)
H (1.26623, 4.69618, -2.13861)
H (3.95742, 2.39636, 2.99652)
H (-0.86539, -3.33460, -3.12369)
H (-1.76930, 4.09328, -0.37397)
H (3.11222, 2.74527, 1.52335)
H (-2.38318, -4.24571, -2.78243)
H (4.43222, -2.13161, 2.98866)

## Properties
spin multiplicity = 1
net charge = 0

Number 1: E_HOMO -9.450 eV, LUMO 0.8 eV. Number 2: E_HOMO -8.947 eV, LUMO 0.5 eV. Number 3: E_HOMO -9.570 eV, LUMO 0.6 eV. Number 4: E_HOMO -9.655 eV, LUMO -6.5 eV.